# 1
{
  "formula": "C2H8InN4O2",
  "method": "ωB97M-V/def2-TZVPD",
  "elements": ["In", "C", "O", "N", "N", "H", "H", "H", "H", "C", "O", "N", "N", "H", "H", "H", "H"],
  "coordinates": [[1.184, -1.206, 1.577], [3.014, 1.266, -1.276], [2.508, 0.698, -0.284], [2.278, 1.994, -2.072], [4.153, 0.960, -1.696], [1.275, 1.911, -1.985], [2.754, 2.478, -2.819], [4.550, 1.312, -2.556], [4.583, 0.364, -1.003], [-2.730, -1.251, 1.389], [-1.604, -1.421, 1.028], [-3.523, -0.394, 0.817], [-3.457, -2.068, 2.147], [-4.483, -0.387, 1.130], [-3.041, 0.429, 0.486], [-3.012, -2.698, 2.799], [-4.450, -1.986, 2.316]],
  "lowdin_charge": [1.47, -0.62, 0.03, 0.41, 0.29, 0.18, 0.19, 0.18, 0.17, -0.63, 0.07, 0.35, 0.25, 0.18, 0.17, 0.15, 0.16],
  "charge": 3,
  "mol_weight_g_mol": 234.9,
  "e_tot_ha": -639.292106,
  "lumo_ev": -18.69,
  "de_lowest_kj_mol": 284.44
}

=====

# 2
{
  "formula": "C67H133BN7O15",
  "method": "ωB97M-V/def2-TZVPD",
  "elements": ["O", "C", "O", "B", "O", "C", "O", "O", "C", "O", "C", "O", "O", "C", "C", "C", "C", "C", "C", "N", "O", "C", "C", "C", "H", "H", "H", "H", "H", "H", "H", "H", "H", "H", "H", "H", "H", "H", "H", "H", "H", "H", "H", "C", "C", "C", "C", "C", "C", "N", "O", "C", "C", "C", "H", "H", "H", "H", "H", "H", "H", "H", "H", "H", "H", "H", "H", "H", "H", "H", "H", "H", "H", "C", "C", "C", "C", "C", "C", "N", "O", "C", "C", "C", "H", "H", "H", "H", "H", "H", "H", "H", "H", "H", "H", "H", "H", "H", "H", "H", "H", "H", "H", "C", "C", "C", "C", "C", "C", "N", "O", "C", "C", "C", "H", "H", "H", "H", "H", "H", "H", "H", "H", "H", "H", "H", "H", "H", "H", "H", "H", "H", "H", "C", "C", "C", "C", "C", "C", "N", "O", "C", "C", "C", "H", "H", "H", "H", "H", "H", "H", "H", "H", "H", "H", "H", "H", "H", "H", "H", "H", "H", "H", "C", "C", "C", "C", "C", "C", "N", "O", "C", "C", "C", "H", "H", "H", "H", "H", "H", "H", "H", "H", "H", "H", "H", "H", "H", "H", "H", "H", "H", "H", "C", "C", "C", "C", "C", "C", "N", "O", "C", "C", "C", "H", "H", "H", "H", "H", "H", "H", "H", "H", "H", "H", "H", "H", "H", "H", "H", "H", "H", "H"],
  "coordinates": [[-3.257, 8.257, 4.749], [-3.754, 9.239, 4.289], [-3.282, 10.472, 4.366], [-4.183, 11.409, 3.686], [-5.269, 10.549, 3.133], [-5.065, 9.293, 3.465], [-5.758, 8.364, 3.155], [-3.491, 12.130, 2.604], [-3.785, 13.423, 2.669], [-3.454, 14.264, 1.893], [-4.653, 13.636, 3.937], [-4.803, 12.448, 4.513], [-5.214, 14.636, 4.275], [1.336, 11.552, 0.640], [0.488, 11.435, -0.636], [0.896, 10.167, -1.411], [0.367, 8.850, -0.851], [-1.140, 8.963, -0.762], [-1.636, 10.177, 0.037], [-0.964, 11.385, -0.438], [-1.411, 12.502, 0.303], [-3.134, 10.317, -0.156], [-1.394, 9.820, 1.532], [0.761, 12.625, -1.558], [1.195, 10.678, 1.272], [1.067, 12.458, 1.189], [2.388, 11.646, 0.368], [0.547, 10.297, -2.442], [1.989, 10.171, -1.472], [0.817, 8.690, 0.132], [0.733, 8.059, -1.506], [-1.521, 8.069, -0.254], [-1.639, 8.944, -1.737], [-3.589, 11.046, 0.506], [-3.353, 10.597, -1.190], [-3.650, 9.367, 0.018], [-1.602, 10.650, 2.209], [-2.086, 9.008, 1.757], [-0.391, 9.482, 1.795], [0.754, 13.553, -0.982], [0.008, 12.693, -2.341], [1.732, 12.538, -2.056], [-1.149, 12.342, 1.223], [-9.345, 17.845, 4.486], [-9.037, 17.964, 5.973], [-10.363, 17.659, 6.699], [-10.238, 17.433, 8.195], [-9.140, 16.400, 8.463], [-7.795, 16.747, 7.812], [-8.062, 16.969, 6.390], [-6.859, 17.091, 5.654], [-7.148, 17.926, 8.566], [-6.885, 15.539, 7.933], [-8.615, 19.419, 6.275], [-9.821, 16.878, 4.296], [-8.432, 17.831, 3.892], [-9.965, 18.673, 4.152], [-10.996, 18.504, 6.398], [-10.836, 16.793, 6.225], [-11.196, 17.058, 8.561], [-10.042, 18.380, 8.702], [-9.446, 15.400, 8.156], [-8.996, 16.454, 9.548], [-7.837, 18.733, 8.795], [-6.739, 17.548, 9.505], [-6.321, 18.291, 7.954], [-6.887, 15.172, 8.965], [-7.142, 14.665, 7.329], [-5.858, 15.785, 7.657], [-9.093, 20.118, 5.587], [-7.533, 19.531, 6.241], [-8.968, 19.750, 7.255], [-6.758, 16.261, 5.169], [-7.078, 16.372, -3.120], [-7.070, 17.468, -2.062], [-8.424, 17.353, -1.335], [-8.486, 18.182, -0.060], [-7.376, 17.684, 0.853], [-5.970, 17.733, 0.251], [-6.053, 17.133, -1.073], [-4.772, 16.972, -1.654], [-5.459, 19.190, 0.241], [-5.072, 16.899, 1.160], [-6.888, 18.846, -2.714], [-7.087, 15.386, -2.663], [-6.170, 16.440, -3.726], [-7.911, 16.524, -3.807], [-9.304, 17.483, -1.966], [-8.451, 16.306, -1.004], [-9.398, 18.130, 0.537], [-8.313, 19.227, -0.345], [-7.571, 16.623, 1.042], [-7.374, 18.143, 1.842], [-4.425, 19.249, -0.106], [-6.034, 19.766, -0.490], [-5.598, 19.692, 1.197], [-5.148, 17.252, 2.189], [-5.422, 15.864, 1.176], [-4.043, 16.856, 0.811], [-7.447, 19.626, -2.196], [-7.320, 18.869, -3.722], [-5.843, 19.136, -2.831], [-4.501, 17.861, -1.931], [-3.645, 2.523, 8.558], [-3.254, 3.812, 7.839], [-2.933, 4.839, 8.941], [-2.284, 6.075, 8.360], [-1.006, 5.726, 7.575], [-1.153, 4.589, 6.562], [-2.024, 3.546, 7.098], [-2.248, 2.522, 6.152], [-1.622, 5.184, 5.223], [0.232, 3.974, 6.324], [-4.400, 4.341, 6.947], [-2.759, 2.114, 9.050], [-3.966, 1.758, 7.849], [-4.406, 2.669, 9.325], [-3.869, 5.101, 9.438], [-2.276, 4.377, 9.684], [-1.974, 6.795, 9.120], [-2.976, 6.584, 7.683], [-0.263, 5.476, 8.337], [-0.708, 6.641, 7.062], [-2.520, 5.786, 5.383], [-0.901, 5.887, 4.803], [-1.775, 4.404, 4.476], [0.124, 2.919, 6.023], [0.806, 4.356, 5.484], [0.776, 3.838, 7.262], [-4.141, 4.353, 5.888], [-4.682, 5.365, 7.200], [-5.332, 3.777, 7.039], [-2.820, 2.903, 5.466], [-8.627, 10.430, 3.445], [-9.281, 11.790, 3.621], [-8.117, 12.755, 3.945], [-8.483, 14.228, 3.815], [-9.113, 14.451, 2.452], [-10.380, 13.635, 2.285], [-9.974, 12.230, 2.425], [-11.045, 11.337, 2.152], [-11.512, 14.130, 3.207], [-10.859, 13.813, 0.837], [-10.163, 11.706, 4.906], [-8.137, 10.353, 2.471], [-9.328, 9.594, 3.505], [-7.845, 10.221, 4.174], [-7.763, 12.586, 4.963], [-7.302, 12.525, 3.251], [-7.715, 14.901, 4.183], [-9.280, 14.442, 4.550], [-8.381, 14.213, 1.673], [-9.304, 15.523, 2.326], [-12.436, 13.601, 2.943], [-11.368, 13.802, 4.238], [-11.626, 15.209, 3.170], [-11.068, 14.872, 0.659], [-10.074, 13.462, 0.169], [-11.792, 13.284, 0.651], [-9.941, 12.526, 5.592], [-10.006, 10.788, 5.478], [-11.244, 11.696, 4.733], [-11.763, 11.596, 2.750], [-1.107, 16.275, 3.556], [-0.395, 17.520, 3.030], [0.153, 18.267, 4.245], [1.322, 19.221, 3.940], [2.367, 18.565, 3.049], [1.842, 17.850, 1.801], [0.706, 17.041, 2.198], [0.336, 16.085, 1.247], [1.465, 18.882, 0.730], [2.973, 16.943, 1.340], [-1.439, 18.419, 2.333], [-1.987, 16.485, 4.170], [-0.484, 15.577, 4.117], [-1.495, 15.711, 2.705], [-0.619, 18.925, 4.654], [0.454, 17.597, 5.051], [1.745, 19.512, 4.905], [0.990, 20.172, 3.508], [2.945, 17.863, 3.656], [3.063, 19.343, 2.713], [0.840, 19.656, 1.185], [2.346, 19.418, 0.364], [0.911, 18.482, -0.120], [3.930, 17.454, 1.254], [3.054, 16.090, 2.020], [2.747, 16.442, 0.393], [-1.672, 18.069, 1.323], [-1.146, 19.468, 2.272], [-2.355, 18.334, 2.918], [-0.126, 16.555, 0.532], [-6.700, 3.781, 0.323], [-5.838, 3.846, 1.600], [-4.994, 2.553, 1.658], [-3.659, 2.566, 0.961], [-2.860, 3.826, 1.254], [-3.656, 5.115, 1.066], [-4.990, 5.022, 1.652], [-5.766, 6.180, 1.413], [-2.934, 6.233, 1.819], [-3.676, 5.510, -0.421], [-6.748, 3.864, 2.818], [-6.095, 3.793, -0.581], [-7.393, 4.623, 0.280], [-7.318, 2.882, 0.366], [-4.858, 2.331, 2.728], [-5.639, 1.732, 1.335], [-3.878, 2.582, -0.122], [-3.066, 1.655, 1.047], [-2.000, 3.819, 0.583], [-2.486, 3.849, 2.284], [-2.033, 6.588, 1.318], [-3.552, 7.138, 1.687], [-2.969, 6.078, 2.895], [-4.080, 6.509, -0.581], [-2.686, 5.431, -0.876], [-4.311, 4.831, -0.998], [-7.325, 4.780, 2.919], [-6.130, 3.743, 3.716], [-7.402, 2.987, 2.885], [-5.514, 6.761, 2.149]],
  "lowdin_charge": [0.15, -0.39, 0.24, -0.89, 0.22, -0.37, 0.13, 0.19, -0.36, 0.16, -0.36, 0.23, 0.14, -0.02, -0.52, -0.15, -0.17, -0.14, -0.49, -0.09, -0.01, -0.01, 0.00, -0.04, 0.06, 0.08, 0.09, 0.12, 0.12, 0.10, 0.11, 0.09, 0.13, 0.07, 0.09, 0.08, 0.07, 0.07, 0.07, 0.07, 0.09, 0.08, 0.08, -0.03, -0.51, -0.15, -0.18, -0.13, -0.52, -0.09, -0.02, -0.03, -0.04, -0.02, 0.07, 0.07, 0.09, 0.12, 0.11, 0.11, 0.10, 0.12, 0.12, 0.06, 0.08, 0.09, 0.09, 0.09, 0.09, 0.08, 0.08, 0.07, 0.06, -0.04, -0.52, -0.14, -0.17, -0.15, -0.51, -0.10, 0.00, -0.02, -0.03, -0.03, 0.09, 0.08, 0.08, 0.12, 0.12, 0.11, 0.10, 0.10, 0.11, 0.08, 0.06, 0.09, 0.09, 0.08, 0.07, 0.07, 0.08, 0.08, 0.08, -0.05, -0.51, -0.15, -0.18, -0.13, -0.51, -0.10, -0.02, -0.04, -0.04, -0.01, 0.09, 0.08, 0.08, 0.12, 0.12, 0.11, 0.10, 0.11, 0.12, 0.07, 0.09, 0.07, 0.08, 0.08, 0.08, 0.06, 0.08, 0.08, 0.08, -0.04, -0.49, -0.12, -0.17, -0.15, -0.52, -0.08, -0.01, -0.02, -0.03, -0.03, 0.10, 0.08, 0.08, 0.13, 0.12, 0.08, 0.10, 0.13, 0.10, 0.08, 0.06, 0.09, 0.08, 0.09, 0.07, 0.07, 0.08, 0.07, 0.07, -0.04, -0.50, -0.13, -0.18, -0.15, -0.53, -0.12, -0.01, -0.02, -0.04, -0.02, 0.09, 0.09, 0.07, 0.12, 0.12, 0.11, 0.10, 0.12, 0.12, 0.07, 0.08, 0.08, 0.08, 0.09, 0.08, 0.08, 0.07, 0.08, 0.10, -0.03, -0.52, -0.14, -0.18, -0.13, -0.51, -0.09, -0.01, -0.03, -0.03, -0.04, 0.07, 0.08, 0.08, 0.11, 0.12, 0.11, 0.11, 0.12, 0.10, 0.08, 0.07, 0.08, 0.08, 0.08, 0.06, 0.09, 0.07, 0.09, 0.06],
  "charge": -1,
  "mol_weight_g_mol": 1287.6,
  "e_tot_ha": -4169.466914,
  "lumo_ev": 2.01,
  "de_lowest_kj_mol": 0.00
}

=====

# 3
{
  "formula": "C4H8N2S",
  "method": "ωB97M-V/def2-TZVPD",
  "elements": ["H", "N", "C", "N", "S", "C", "C", "C", "H", "H", "H", "H", "H", "H", "H"],
  "coordinates": [[0.291, 1.206, 3.993], [0.785, 1.244, 2.937], [-0.080, 1.421, 2.029], [0.423, 1.454, 0.759], [-0.184, 1.211, -0.911], [-0.552, -0.383, -0.914], [-0.367, -1.038, -2.353], [0.340, -1.523, -1.027], [-1.214, 1.699, 2.429], [1.519, 1.388, 1.088], [-1.347, -0.629, -0.089], [0.134, -0.427, -3.116], [-1.047, -1.542, -2.933], [-0.198, -2.487, -0.553], [1.496, -1.594, -1.339]],
  "lowdin_charge": [0.11, -0.02, -0.48, -0.34, 0.93, -0.77, -0.14, -0.18, 0.16, 0.16, 0.13, 0.09, 0.05, 0.15, 0.15],
  "smiles": "[H]/N=C/NSC1CC1",
  "mol_weight_g_mol": 116.2,
  "e_tot_ha": -664.735937,
  "lumo_ev": 0.93,
  "de_lowest_kj_mol": 516.79
}

=====

# 4
{
  "formula": "C54H56Ge2ReS4",
  "method": "ωB97M-V/def2-TZVPD",
  "elements": ["Re", "C", "C", "C", "C", "C", "C", "H", "H", "H", "H", "H", "H", "C", "C", "C", "C", "C", "C", "C", "C", "C", "C", "C", "C", "C", "C", "C", "Ge", "S", "S", "Ge", "S", "S", "C", "C", "C", "C", "C", "C", "C", "C", "C", "C", "C", "C", "C", "C", "C", "C", "C", "C", "C", "C", "C", "C", "C", "C", "C", "C", "C", "C", "C", "C", "C", "C", "C", "H", "H", "H", "H", "H", "H", "H", "H", "H", "H", "H", "H", "H", "H", "H", "H", "H", "H", "H", "H", "H", "H", "H", "H", "H", "H", "H", "H", "H", "H", "H", "H", "H", "H", "H", "H", "H", "H", "H", "H", "H", "H", "H", "H", "H", "H", "H", "H", "H", "H"],
  "coordinates": [[-1.452, -0.784, 2.267], [-4.099, -2.123, 3.420], [-4.628, -0.831, 3.487], [-3.807, 0.214, 3.870], [-2.476, -0.032, 4.284], [-1.997, -1.374, 4.376], [-2.791, -2.400, 3.827], [-4.716, -2.932, 3.051], [-5.654, -0.650, 3.203], [-4.177, 1.231, 3.882], [-1.887, 0.772, 4.710], [-1.045, -1.584, 4.855], [-2.416, -3.415, 3.810], [0.017, 5.255, 2.953], [-0.496, 4.578, 1.712], [0.306, 4.429, 0.588], [-0.175, 3.853, -0.584], [0.724, 3.723, -1.786], [-1.504, 3.417, -0.624], [-2.316, 3.512, 0.511], [-3.726, 2.982, 0.511], [-1.798, 4.092, 1.661], [-2.065, 2.852, -1.884], [-2.587, 3.685, -2.869], [-3.165, 3.148, -4.010], [-3.223, 1.771, -4.197], [-2.692, 0.920, -3.239], [-2.121, 1.480, -2.098], [-1.397, 0.196, -0.859], [-2.777, -1.011, 0.513], [0.282, -1.100, -1.535], [1.169, -0.868, 0.475], [0.109, -2.292, 1.967], [-0.290, 0.868, 1.096], [3.064, -0.677, 0.767], [3.532, -0.318, 2.036], [4.896, -0.148, 2.214], [5.772, -0.340, 1.154], [5.297, -0.731, -0.085], [3.934, -0.917, -0.300], [3.465, -1.434, -1.615], [3.154, -2.791, -1.741], [3.226, -3.727, -0.561], [2.793, -3.284, -2.990], [2.749, -2.467, -4.110], [2.461, -3.034, -5.471], [3.021, -1.109, -3.952], [3.379, -0.575, -2.724], [3.626, 0.904, -2.583], [2.610, -0.176, 3.197], [1.996, 1.043, 3.482], [2.272, 2.283, 2.679], [1.144, 1.127, 4.587], [0.941, 0.047, 5.434], [0.124, 0.189, 6.688], [1.583, -1.157, 5.137], [2.412, -1.286, 4.035], [3.113, -2.588, 3.765], [-2.654, -0.559, -3.408], [-1.608, -1.136, -4.138], [-0.537, -0.307, -4.797], [-1.561, -2.518, -4.258], [-2.526, -3.338, -3.688], [-2.474, -4.830, -3.846], [-3.569, -2.741, -2.981], [-3.662, -1.366, -2.846], [-4.863, -0.760, -2.167], [1.028, 5.633, 2.809], [0.029, 4.573, 3.806], [-0.622, 6.096, 3.221], [1.330, 4.782, 0.616], [1.773, 3.776, -1.490], [0.542, 4.529, -2.499], [0.560, 2.784, -2.317], [-4.204, 3.086, -0.462], [-4.336, 3.504, 1.246], [-3.744, 1.916, 0.767], [-2.438, 4.197, 2.531], [-2.552, 4.758, -2.725], [-3.577, 3.808, -4.761], [-3.667, 1.356, -5.093], [5.272, 0.132, 3.190], [6.834, -0.204, 1.304], [5.984, -0.921, -0.899], [4.107, -3.538, 0.053], [3.259, -4.762, -0.896], [2.348, -3.636, 0.092], [2.579, -4.340, -3.094], [2.122, -4.066, -5.409], [3.362, -3.014, -6.085], [1.704, -2.452, -5.997], [2.971, -0.455, -4.814], [3.559, 1.401, -3.549], [4.606, 1.119, -2.159], [2.881, 1.357, -1.920], [2.737, 2.066, 1.719], [2.951, 2.936, 3.233], [1.357, 2.844, 2.496], [0.677, 2.079, 4.813], [-0.475, 1.099, 6.679], [0.782, 0.246, 7.556], [-0.534, -0.665, 6.856], [1.462, -2.004, 5.803], [2.711, -3.385, 4.388], [4.179, -2.502, 3.979], [3.029, -2.888, 2.718], [-0.539, 0.730, -4.464], [-0.678, -0.308, -5.880], [0.447, -0.728, -4.594], [-0.743, -2.966, -4.811], [-1.564, -5.144, -4.353], [-3.325, -5.182, -4.431], [-2.515, -5.328, -2.878], [-4.345, -3.366, -2.553], [-5.280, -1.449, -1.432], [-5.649, -0.551, -2.896], [-4.632, 0.184, -1.672]],
  "lowdin_charge": [0.56, -0.04, -0.06, -0.04, -0.18, -0.25, -0.12, 0.14, 0.13, 0.13, 0.11, 0.10, 0.13, -0.04, -0.28, -0.02, -0.22, -0.02, -0.18, -0.24, -0.02, -0.02, -0.22, 0.00, -0.02, 0.01, -0.24, -0.23, 0.30, 0.33, 0.47, 0.31, 0.38, 0.38, -0.22, -0.23, 0.00, -0.01, 0.00, -0.21, -0.20, -0.24, -0.02, 0.00, -0.26, -0.03, -0.02, -0.23, -0.01, -0.17, -0.24, -0.04, -0.01, -0.28, -0.04, -0.02, -0.25, -0.03, -0.18, -0.25, -0.02, 0.00, -0.24, -0.03, 0.00, -0.24, -0.05, 0.08, 0.07, 0.09, 0.13, 0.08, 0.10, 0.07, 0.09, 0.09, 0.05, 0.12, 0.13, 0.12, 0.13, 0.14, 0.12, 0.14, 0.09, 0.09, 0.06, 0.12, 0.08, 0.09, 0.07, 0.13, 0.09, 0.09, 0.07, 0.08, 0.11, 0.03, 0.12, 0.08, 0.10, 0.08, 0.13, 0.09, 0.10, 0.06, 0.08, 0.10, 0.05, 0.12, 0.08, 0.09, 0.09, 0.13, 0.07, 0.10, 0.06],
  "charge": 2,
  "mol_weight_g_mol": 1164.7,
  "e_tot_ha": -7915.895710,
  "spin_multiplicity": 2,
  "lumo_ev": [-7.56, -7.32]
}